Below is a molecular structure, C45H54N5Sb2Y, with properties calculated with ωB97M-V/def2-TZVPD.

```
107
Properties=species:S:1:pos:R:3:forces:R:3
Y -1.333319 0.089432 0.145387 -0.39 0.71 0.39
C -1.257294 2.792612 -1.508108 0.04 -0.04 -0.05
N -1.627436 1.422177 -1.969592 -0.02 0.09 0.00
C -0.829187 1.169968 -3.184467 -0.04 -0.10 0.02
C -3.076960 1.414791 -2.235434 0.03 -0.05 0.15
C -3.592481 1.581592 -3.509719 -0.06 0.02 -0.08
C -4.959341 1.737056 -3.705905 0.04 0.00 0.04
C -5.788894 1.784712 -2.602489 0.03 -0.01 0.03
C -5.283542 1.587692 -1.324243 -0.14 0.11 0.09
C -3.928192 1.335127 -1.105644 0.08 -0.03 -0.52
N -3.312322 1.035500 0.103571 0.17 -0.22 -0.01
C -4.012972 0.845706 1.303328 0.02 -0.01 0.12
C -5.285087 0.283372 1.432265 -0.08 -0.11 -0.02
C -5.853105 0.060463 2.680826 0.04 0.02 0.01
C -5.155268 0.373418 3.833717 0.02 -0.01 -0.07
C -3.862647 0.873650 3.727608 -0.04 -0.05 0.14
C -3.289071 1.088880 2.486943 0.13 0.01 -0.14
N -1.908956 1.549756 2.317671 -0.13 0.00 0.05
C -1.099429 1.339266 3.531425 -0.01 0.03 -0.09
C -1.956329 3.015300 2.065535 0.01 -0.03 -0.01
H -1.439841 3.518538 -2.303523 -0.01 0.00 0.00
H -0.192597 2.818537 -1.258751 -0.01 0.01 0.01
H -1.856940 3.069853 -0.647939 -0.01 -0.01 0.03
H -1.019701 1.927241 -3.946170 -0.01 0.01 -0.01
H -1.053172 0.187070 -3.598029 0.01 0.00 0.01
H 0.223936 1.230727 -2.928799 -0.02 -0.04 -0.02
H -2.949017 1.609894 -4.375919 0.04 0.00 0.01
H -5.353198 1.857740 -4.704794 0.01 0.00 0.00
H -6.847796 1.968721 -2.724992 0.00 0.00 0.00
H -5.964711 1.668261 -0.491702 0.03 -0.03 0.01
H -5.838606 -0.018300 0.555244 0.02 0.04 -0.01
H -6.844783 -0.367572 2.741478 0.00 0.01 0.01
H -5.595234 0.215770 4.808116 0.00 0.00 0.00
H -3.316443 1.082439 4.636378 0.03 0.01 -0.02
H -1.422741 1.985421 4.351338 -0.02 0.01 0.00
H -0.063300 1.586731 3.304104 -0.02 -0.04 0.03
H -1.160614 0.301581 3.848214 -0.01 0.04 -0.01
H -2.400389 3.520446 2.926761 0.05 0.00 0.03
H -2.573305 3.223421 1.197642 -0.03 -0.01 0.00
H -0.947981 3.399586 1.913477 0.01 0.02 -0.03
N -2.390382 -1.740668 1.432093 0.02 -0.09 -0.01
C -2.783995 -2.887471 0.578095 0.05 -0.01 0.03
C -3.272610 -2.374724 -0.756845 -0.02 0.01 -0.04
N -2.181437 -1.597521 -1.397188 0.10 -0.06 -0.04
H -1.823525 -2.090822 2.203727 -0.03 0.07 0.02
H -3.229934 -1.343332 1.856734 0.01 0.05 -0.03
H -3.548723 -3.496289 1.060510 -0.01 -0.02 -0.02
H -1.902536 -3.516342 0.428875 0.00 -0.02 0.02
H -4.120396 -1.701151 -0.617202 -0.01 -0.01 -0.02
H -3.591283 -3.202411 -1.390650 -0.04 0.00 0.01
H -2.553200 -1.118253 -2.217406 -0.01 0.02 0.02
H -1.467891 -2.238261 -1.750433 0.02 0.02 -0.02
C 2.409508 1.443916 -1.293121 0.07 -0.07 -0.08
C 2.388375 2.312623 -0.023479 -0.03 -0.01 0.09
C 1.473305 1.794071 1.112890 0.21 0.18 -0.18
Sb 1.963173 -0.297176 1.269492 -0.09 -0.59 0.16
C 3.789397 -0.147312 2.329334 -0.11 0.02 -0.07
C 4.529764 -1.318271 2.453348 0.07 0.03 0.04
C 5.707450 -1.312637 3.186587 -0.03 -0.03 -0.03
C 6.147492 -0.139185 3.784032 -0.03 0.03 -0.01
C 5.410991 1.029528 3.650458 0.05 -0.01 0.02
C 4.228100 1.028937 2.922675 -0.01 0.00 -0.02
C 0.884040 -1.331374 2.816592 0.14 0.00 -0.03
C 0.419639 -2.580889 2.395864 -0.01 0.11 0.16
C -0.065782 -3.507926 3.316504 0.00 -0.02 -0.07
C -0.062586 -3.199569 4.667618 0.00 0.02 0.00
C 0.440639 -1.975246 5.101208 0.00 -0.01 0.01
C 0.918613 -1.053187 4.184887 0.01 -0.04 -0.03
Sb 3.945194 -0.161515 -1.515778 -0.16 0.36 -0.35
C 2.535123 -1.682988 -2.105989 0.03 -0.09 0.14
C 1.455567 -1.471498 -2.958988 0.08 -0.05 -0.04
C 0.572543 -2.501140 -3.267782 -0.03 0.01 -0.03
C 0.748338 -3.763450 -2.711997 0.00 0.01 0.03
C 1.825720 -3.991632 -1.865894 0.03 0.03 0.04
C 2.710832 -2.959587 -1.572155 -0.11 0.00 0.02
C 4.539533 0.429498 -3.487343 0.04 -0.05 0.20
C 5.895791 0.341354 -3.791542 -0.03 0.01 -0.05
C 6.356267 0.684665 -5.057362 -0.01 -0.01 0.02
C 5.464209 1.121530 -6.023580 -0.01 0.00 0.00
C 4.110303 1.216544 -5.727042 -0.01 0.00 0.00
C 3.651684 0.871338 -4.464689 0.01 0.02 -0.02
H 2.577089 2.085349 -2.159719 0.01 -0.02 -0.03
H 1.440303 0.950939 -1.436911 0.03 0.00 0.01
H 2.065078 3.323157 -0.287955 -0.01 0.02 0.03
H 3.400335 2.427979 0.371926 0.01 -0.02 0.02
H 0.422604 1.961720 0.825940 -0.01 -0.01 0.01
H 1.619855 2.370257 2.025980 -0.02 -0.04 0.04
H 4.196542 -2.235382 1.979683 0.01 -0.02 0.02
H 6.283694 -2.222997 3.284730 0.01 0.00 0.01
H 7.068240 -0.135426 4.351470 0.00 0.01 0.00
H 5.756541 1.945002 4.112182 0.00 0.00 0.00
H 3.667728 1.950884 2.828013 -0.01 0.01 0.01
H 0.455605 -2.843227 1.340600 0.03 -0.05 -0.01
H -0.415811 -4.475029 2.976740 0.00 -0.02 0.03
H -0.423520 -3.920080 5.389433 0.00 0.00 0.00
H 0.478889 -1.752826 6.159656 -0.01 0.00 0.00
H 1.335084 -0.118433 4.541937 0.02 0.00 0.00
H 1.334483 -0.514585 -3.444497 -0.04 0.02 -0.03
H -0.221877 -2.334899 -3.989248 0.00 0.00 0.01
H 0.077795 -4.573698 -2.969884 0.00 0.00 -0.01
H 1.989828 -4.977733 -1.450541 0.00 -0.01 -0.01
H 3.551049 -3.160449 -0.915703 0.01 -0.01 0.00
H 6.605022 0.002252 -3.045044 0.00 0.00 0.00
H 7.411346 0.610973 -5.285285 0.00 0.00 0.00
H 5.820884 1.390303 -7.008815 0.00 0.00 0.00
H 3.413647 1.558187 -6.481810 0.00 0.00 0.00
H 2.590488 0.949033 -4.252778 0.02 0.05 -0.02
```
Positions in Å, forces in eV/Å.

## Properties
HOMO energy (eV): -12.397
F_max (eV Å⁻¹): 0.90
Orbital gap (eV): 7.2
Charge: +2